Computed, not measured: a structure of composition C4H7N2OS in a non-equilibrium geometry, with ωB97M-V with the def2-TZVPD basis set.

Results
Energy above the lowest of the compared OMol25 structures with the same formula, charge and spin: 2.470 eV
Charge: +1
Strongest force on any atom: 4.80 eV/A
Spin multiplicity: 1
M: 131.18 g mol⁻¹

XYZ file:
```
15
C4H7N2OS, DFT ωB97M-V with the def2-TZVPD basis set
C -0.14 -1.36 -0.47
C 0.60 -0.48 0.45
C -0.87 -0.38 -1.44
C -0.04 0.41 1.20
N -0.51 -1.03 -2.54
N 0.64 1.51 1.85
O -1.45 0.64 -1.10
S 0.63 -2.15 -1.89
H -0.81 -1.92 0.14
H 1.65 -0.18 0.26
H -1.20 0.41 1.42
H -0.89 -0.93 -3.49
H -0.01 2.04 2.51
H 0.86 2.14 0.94
H 1.55 1.27 2.17
```

Results of the Löwdin charge analysis, in e, for atoms 1 through 6:
1 C -0.464
2 C -0.093
3 C -0.573
4 C -0.145
5 N -0.193
6 N 0.180